A structure of composition C5H35N2O12 at a distorted geometry, computed with the ωB97M-V functional and the def2-TZVPD basis.

The geometry in XYZ format:
```
54
Properties=species:S:1:pos:R:3
O 2.806 0.911 1.067
H -0.340 2.843 3.438
H 0.804 2.825 -1.484
H -0.245 -3.857 3.454
H -3.233 1.374 1.478
H 1.577 -2.034 -1.929
O -1.796 -1.575 -4.064
H -1.113 -2.729 -0.185
H -2.371 -2.870 1.038
C -0.350 -2.845 3.047
H 2.969 1.111 3.814
H -1.892 -2.283 -3.443
O 1.017 3.482 1.670
H 2.734 1.166 -3.272
H -2.862 2.790 -0.265
H 2.673 -0.042 0.989
H -1.051 -1.007 -3.778
H 0.697 -0.034 -2.707
H 0.111 -5.401 -1.294
N -1.871 -0.467 -0.637
H 1.289 4.401 1.836
H 2.444 1.049 2.222
C -1.396 -2.423 0.832
H 3.016 -2.542 -1.627
H -0.230 -0.662 -1.639
H 0.571 -2.678 1.213
H 1.396 1.908 -3.288
H 2.517 1.856 -0.017
C -3.070 1.741 -0.497
C -1.816 0.963 -0.887
H 0.395 -2.191 3.494
O 0.535 3.130 -2.405
H 0.745 2.082 4.236
H 1.476 2.914 2.314
O 1.844 1.105 -3.685
H 0.935 3.995 -2.451
H -0.999 1.318 -0.252
O -3.729 1.249 0.681
H -1.355 -2.494 3.283
H -1.579 1.180 -1.929
H 1.907 3.288 -0.069
C -1.519 -0.902 0.729
H -0.497 -0.539 0.867
H -2.256 -0.505 1.423
O -0.129 2.541 4.331
H -2.620 -0.981 -1.074
O 2.113 1.116 3.375
O 0.388 -4.902 -2.032
O 2.325 2.644 -0.681
H -3.888 1.636 -1.209
O 0.325 -0.907 -2.419
N -0.293 -3.000 1.577
H 0.794 -4.083 -1.784
O 2.098 -2.664 -1.404
```

Properties
relative energy (zero: lowest compared OMol25 entry of this formula, charge and spin)	213.76	kJ/mol
frontier orbital gap	8.83	eV
HOMO level	-6.1900	eV
charge	-1

Here are the natural (NBO) charges for atoms 1 to 5, given in e: atom 1 (O): -1.104, atom 2 (H): 0.466, atom 3 (H): 0.512, atom 4 (H): 0.178, atom 5 (H): 0.466